Entry 1:
The following is a DFT calculation (ωB97M-V with the def2-TZVPD basis set) of the molecule C3H5ClN4 in a non-equilibrium geometry.

Atoms and positions in Å:
N (0.459, -0.906, -1.696)
C (0.650, -0.238, -0.475)
N (1.716, 0.267, 0.040)
C (1.317, 0.925, 1.191)
C (-0.015, 0.808, 1.336)
Cl (-1.051, 1.364, 2.566)
N (-0.489, 0.164, 0.200)
N (-1.829, -0.099, -0.135)
H (1.267, -0.852, -2.302)
H (-0.079, -1.760, -1.730)
H (1.953, 1.511, 1.861)
H (-1.851, -0.160, -1.143)
H (-2.047, -1.023, 0.288)

Its lowest unoccupied orbital energy is 0.59 eV. The SMILES is Nc1ncc(Cl)n1N.

Atom charges from the natural (NBO) analysis, given in e for atoms 1 to 8:
1 N -0.859
2 C 0.484
3 N -0.487
4 C -0.108
5 C 0.034
6 Cl 0.044
7 N -0.234
8 N -0.615

***

Entry 2:
The following is a DFT calculation (ωB97M-V with the def2-TZVPD basis set) of the molecule C5H6O.

Atoms and positions in Å:
C (-1.139, 2.666, 0.931)
C (-0.260, 1.928, 0.572)
C (0.793, 1.020, 0.125)
C (0.401, -0.384, 0.498)
C (-0.157, -2.264, -0.613)
O (0.597, -1.061, -0.603)
H (-1.903, 3.332, 1.260)
H (1.729, 1.230, 0.645)
H (0.949, 1.087, -0.959)
H (-0.554, -2.345, 0.399)
H (-0.937, -2.113, -1.364)
H (0.481, -3.096, -0.891)

Its lowest unoccupied orbital energy is 0.83 eV.

Atom charges from the natural (NBO) analysis, given in e for atoms 1 to 8:
1 C -0.231
2 C -0.002
3 C -0.639
4 C 0.295
5 C -0.257
6 O -0.493
7 H 0.236
8 H 0.261

***

Entry 3:
The following is a DFT calculation (ωB97M-V with the def2-TZVPD basis set) of a cluster of 11 separate species, C32H82BN4O12S10 in total in a non-equilibrium geometry.

Atoms and positions in Å:
C (6.279, 1.407, 1.713)
B (4.727, 1.253, 1.590)
O (4.178, 0.008, 1.598)
N (3.843, 2.492, 1.550)
C (2.944, 2.594, 0.556)
N (3.050, 1.779, -0.506)
N (1.916, 3.500, 0.594)
C (0.650, 2.827, 1.066)
C (-0.591, 3.465, 0.460)
C (-1.808, 2.638, 0.886)
N (-3.003, 3.434, 0.960)
C (-4.014, 3.001, 1.922)
C (-5.350, 2.661, 1.279)
C (-6.504, 2.954, 2.008)
C (-7.773, 2.706, 1.494)
C (-7.897, 2.167, 0.223)
C (-6.758, 1.850, -0.503)
C (-5.486, 2.077, 0.021)
O (-4.405, 1.695, -0.760)
H (6.698, 2.103, 0.988)
H (6.745, 0.436, 1.641)
H (6.490, 1.739, 2.734)
H (3.699, -0.253, 0.795)
H (4.383, 3.342, 1.700)
H (2.243, 1.221, -0.747)
H (3.888, 1.747, -1.059)
H (2.161, 4.202, 1.287)
H (0.560, 2.899, 2.149)
H (0.637, 1.765, 0.818)
H (-0.492, 3.466, -0.622)
H (-0.669, 4.484, 0.837)
H (-1.917, 1.823, 0.165)
H (-1.581, 2.198, 1.869)
H (-2.791, 4.413, 1.049)
H (-3.668, 2.201, 2.574)
H (-4.206, 3.846, 2.574)
H (-6.400, 3.378, 2.997)
H (-8.649, 2.932, 2.082)
H (-8.858, 1.970, -0.225)
H (-6.833, 1.426, -1.492)
H (-4.135, 0.816, -0.485)
C (4.285, -0.920, -2.993)
S (2.801, -1.741, -2.411)
O (2.752, -1.528, -0.920)
C (3.391, -3.404, -2.715)
H (4.158, 0.151, -2.867)
H (5.143, -1.266, -2.411)
H (4.424, -1.135, -4.046)
H (4.312, -3.574, -2.157)
H (3.559, -3.528, -3.783)
H (2.623, -4.099, -2.382)
C (-1.998, -0.916, -2.263)
S (-0.899, -2.326, -2.451)
O (-0.652, -2.506, -3.909)
C (-2.111, -3.553, -1.960)
H (-1.458, -0.018, -2.560)
H (-2.873, -1.045, -2.897)
H (-2.299, -0.831, -1.218)
H (-2.980, -3.500, -2.614)
H (-2.410, -3.379, -0.927)
H (-1.649, -4.535, -2.041)
C (-2.982, 1.574, 7.010)
S (-3.371, 1.617, 5.262)
O (-4.095, 2.891, 4.996)
C (-4.604, 0.311, 5.311)
H (-2.247, 2.344, 7.220)
H (-3.887, 1.764, 7.586)
H (-2.563, 0.603, 7.268)
H (-5.398, 0.590, 6.002)
H (-4.132, -0.619, 5.627)
H (-5.013, 0.192, 4.309)
C (1.799, 0.652, 8.906)
S (0.653, 2.005, 9.189)
O (-0.716, 1.469, 8.967)
C (1.094, 2.939, 7.715)
H (1.657, -0.078, 9.700)
H (1.592, 0.189, 7.941)
H (2.821, 1.030, 8.937)
H (0.933, 2.321, 6.830)
H (2.137, 3.246, 7.782)
H (0.456, 3.819, 7.673)
C (-3.902, -0.833, -6.951)
S (-3.517, -0.141, -5.341)
O (-4.751, -0.233, -4.512)
C (-3.376, 1.562, -5.897)
H (-4.074, -1.899, -6.825)
H (-4.801, -0.360, -7.348)
H (-3.058, -0.674, -7.622)
H (-4.311, 1.874, -6.363)
H (-2.551, 1.642, -6.605)
H (-3.174, 2.183, -5.027)
C (5.161, 2.336, -6.827)
S (3.912, 1.047, -6.791)
O (3.823, 0.565, -5.379)
C (4.864, -0.172, -7.699)
H (4.779, 3.189, -6.270)
H (6.078, 1.972, -6.363)
H (5.347, 2.630, -7.860)
H (5.801, -0.370, -7.177)
H (5.059, 0.199, -8.705)
H (4.274, -1.084, -7.756)
C (-10.447, -0.445, -4.955)
S (-8.834, -0.491, -5.748)
O (-8.756, -1.770, -6.504)
C (-7.879, -0.705, -4.248)
H (-11.203, -0.354, -5.732)
H (-10.604, -1.366, -4.394)
H (-10.499, 0.419, -4.292)
H (-8.204, -1.607, -3.728)
H (-8.007, 0.169, -3.608)
H (-6.831, -0.796, -4.526)
C (7.614, -1.865, 5.667)
S (5.915, -1.372, 5.380)
O (5.075, -2.069, 6.390)
C (5.725, -2.253, 3.828)
H (7.926, -1.449, 6.623)
H (7.673, -2.953, 5.702)
H (8.239, -1.467, 4.870)
H (5.925, -3.313, 3.986)
H (6.415, -1.835, 3.095)
H (4.702, -2.118, 3.485)
C (10.453, 1.830, 2.995)
S (9.550, 0.494, 2.208)
O (8.525, 0.032, 3.188)
C (10.890, -0.699, 2.246)
H (9.776, 2.674, 3.107)
H (10.803, 1.506, 3.975)
H (11.295, 2.117, 2.365)
H (11.211, -0.853, 3.275)
H (11.716, -0.332, 1.638)
H (10.519, -1.634, 1.831)
C (-4.839, -8.020, -1.692)
S (-3.860, -6.587, -2.154)
O (-4.711, -5.386, -1.951)
C (-3.837, -6.930, -3.918)
H (-5.007, -7.978, -0.618)
H (-5.794, -7.994, -2.216)
H (-4.291, -8.928, -1.941)
H (-4.859, -6.975, -4.294)
H (-3.322, -7.874, -4.096)
H (-3.299, -6.122, -4.409)

Its lowest unoccupied orbital energy is -3.71 eV. As for the charge: +1.

Atom charges from the Mulliken analysis, given in e for atoms 1 to 8:
1 C -1.032
2 B 0.306
3 O -0.280
4 N -0.292
5 C 0.199
6 N -0.117
7 N -0.157
8 C -0.751

***

Entry 4:
The following is a DFT calculation (ωB97M-V with the def2-TZVPD basis set) of a structure of composition C46H52IrN4 in a non-equilibrium geometry.

Atoms and positions in Å:
Ir (-0.069, -0.021, 0.774)
C (2.836, 0.780, 0.742)
N (2.057, -0.450, 0.901)
C (2.476, -1.418, -0.125)
C (2.320, -1.029, 2.241)
C (1.521, -0.265, 3.248)
C (1.893, -0.095, 4.575)
C (1.040, 0.557, 5.456)
C (-0.171, 1.053, 4.981)
C (-0.517, 0.908, 3.643)
C (0.317, 0.236, 2.747)
H (3.905, 0.577, 0.894)
H (2.509, 1.517, 1.468)
H (2.690, 1.189, -0.256)
H (3.507, -1.745, 0.065)
H (2.439, -0.956, -1.109)
H (1.819, -2.282, -0.105)
H (3.396, -1.043, 2.462)
H (1.963, -2.059, 2.217)
H (2.848, -0.480, 4.922)
H (1.318, 0.684, 6.495)
H (-0.849, 1.564, 5.658)
H (-1.449, 1.333, 3.292)
C (-0.554, -2.104, -2.239)
C (-1.991, -1.662, -2.529)
C (-2.006, -0.302, -3.234)
C (-2.925, -1.753, -1.324)
C (-3.949, -2.694, -1.401)
C (-4.857, -2.874, -0.371)
C (-4.744, -2.101, 0.770)
C (-3.743, -1.142, 0.888)
C (-3.647, -0.337, 2.165)
C (-4.916, 0.476, 2.432)
C (-3.327, -1.264, 3.341)
C (-2.841, -0.961, -0.167)
N (-1.849, 0.070, -0.098)
C (-2.253, 1.333, -0.449)
C (-1.309, 2.313, -0.399)
N (-0.073, 1.955, 0.035)
C (0.946, 2.935, -0.141)
C (1.527, 3.074, -1.417)
C (2.575, 3.974, -1.587)
C (3.006, 4.772, -0.539)
C (2.364, 4.693, 0.686)
C (1.332, 3.783, 0.907)
C (0.605, 3.793, 2.236)
C (1.550, 3.656, 3.432)
C (-0.228, 5.071, 2.375)
C (1.009, 2.294, -2.618)
C (0.745, 3.211, -3.817)
C (1.950, 1.155, -3.007)
C (-1.905, 3.592, -0.881)
C (-1.481, 4.871, -1.091)
C (-2.418, 5.836, -1.588)
C (-3.717, 5.523, -1.868)
C (-4.182, 4.188, -1.670)
C (-5.495, 3.687, -1.930)
C (-5.768, 2.367, -1.708)
C (-4.788, 1.444, -1.214)
C (-3.532, 1.902, -0.944)
C (-3.261, 3.281, -1.187)
H (-0.001, -2.188, -3.181)
H (-0.526, -3.066, -1.725)
H (-0.044, -1.380, -1.605)
H (-2.396, -2.388, -3.241)
H (-1.456, 0.445, -2.661)
H (-3.023, 0.068, -3.379)
H (-1.532, -0.392, -4.216)
H (-4.024, -3.308, -2.292)
H (-5.638, -3.620, -0.454)
H (-5.442, -2.245, 1.587)
H (-2.822, 0.362, 2.048)
H (-5.783, -0.176, 2.572)
H (-5.132, 1.157, 1.606)
H (-4.796, 1.071, 3.341)
H (-4.122, -2.003, 3.476)
H (-3.234, -0.694, 4.269)
H (-2.390, -1.797, 3.172)
H (3.052, 4.060, -2.557)
H (3.818, 5.474, -0.684)
H (2.664, 5.358, 1.488)
H (-0.077, 2.946, 2.241)
H (2.229, 4.511, 3.495)
H (2.145, 2.744, 3.379)
H (0.978, 3.611, 4.361)
H (0.418, 5.951, 2.461)
H (-0.848, 5.020, 3.274)
H (-0.887, 5.214, 1.516)
H (0.061, 1.844, -2.335)
H (1.677, 3.574, -4.261)
H (0.145, 4.076, -3.530)
H (0.201, 2.663, -4.590)
H (2.969, 1.520, -3.164)
H (1.614, 0.677, -3.931)
H (1.965, 0.394, -2.226)
H (-0.459, 5.170, -0.891)
H (-2.077, 6.852, -1.749)
H (-4.393, 6.285, -2.238)
H (-6.267, 4.350, -2.303)
H (-6.766, 1.999, -1.913)
H (-5.055, 0.403, -1.068)
N (-0.615, -3.027, 1.508)
C (-0.440, -1.906, 1.259)

Its lowest unoccupied orbital energy is 2.56 eV. As for the charge: -1.

Atom charges from the Mulliken analysis, given in e for atoms 1 to 8:
1 Ir 2.077
2 C -0.606
3 N 0.323
4 C -1.002
5 C -2.010
6 C 2.011
7 C -0.611
8 C -0.880

***

Entry 5:
The following is a DFT calculation (ωB97M-V with the def2-TZVPD basis set) of the molecule C7H8BrCl in a non-equilibrium geometry.

Atoms and positions in Å:
C (0.149, -0.352, -0.042)
C (1.610, 0.451, -1.573)
C (-0.312, -0.916, -1.325)
C (0.782, -0.530, -2.347)
C (0.105, 1.489, 1.656)
C (-0.351, 0.281, 2.354)
C (-0.576, 0.386, 0.846)
Cl (3.269, 0.258, -1.668)
Br (-2.580, 0.864, 0.433)
H (-0.333, -2.005, -1.231)
H (-1.321, -0.584, -1.607)
H (0.313, -0.011, -3.188)
H (1.333, -1.387, -2.746)
H (-0.459, 2.403, 1.755)
H (1.158, 1.621, 1.458)
H (0.376, -0.450, 2.676)
H (-1.246, 0.326, 2.960)

Its lowest unoccupied orbital energy (spin up / spin down) is -0.03 / -1.63 eV. Its spin multiplicity is 3.

Atom charges from the natural (NBO) analysis, given in e for atoms 1 to 8:
1 C 0.192
2 C 0.021
3 C -0.536
4 C -0.521
5 C -0.371
6 C -0.372
7 C -0.184
8 Cl 0.035

***

Entry 6:
The following is a DFT calculation (ωB97M-V with the def2-TZVPD basis set) of a structure of composition C46H48BCdN5O5P2 in a non-equilibrium geometry.

Atoms and positions in Å:
Cd (-0.421, 0.264, -0.091)
C (1.859, -0.286, 7.109)
C (2.334, -1.093, 6.084)
C (1.722, -1.063, 4.840)
C (0.610, -0.250, 4.601)
C (0.136, 0.546, 5.642)
C (0.759, 0.530, 6.885)
P (-0.056, -0.266, 2.878)
C (-1.163, 1.204, 2.993)
C (-2.535, 1.145, 3.208)
C (-3.282, 2.315, 3.306)
C (-2.670, 3.551, 3.181)
C (-1.296, 3.622, 2.967)
C (-0.553, 2.456, 2.874)
C (-1.245, -1.652, 2.922)
C (-1.713, -2.138, 4.116)
C (-2.603, -3.230, 4.159)
C (-2.986, -3.833, 3.000)
C (-2.510, -3.377, 1.746)
C (-2.884, -4.055, 0.559)
C (-2.403, -3.636, -0.642)
C (-1.569, -2.496, -0.709)
C (-1.181, -1.769, 0.396)
C (-1.643, -2.248, 1.673)
H (2.347, -0.290, 8.077)
H (3.185, -1.741, 6.254)
H (2.100, -1.685, 4.034)
H (-0.729, 1.179, 5.491)
H (0.379, 1.156, 7.683)
H (-3.028, 0.184, 3.283)
H (-4.352, 2.256, 3.471)
H (-3.258, 4.460, 3.229)
H (-0.812, 4.586, 2.865)
H (0.519, 2.509, 2.703)
H (-1.390, -1.688, 5.046)
H (-2.967, -3.589, 5.114)
H (-3.655, -4.687, 3.020)
H (-3.545, -4.911, 0.631)
H (-2.668, -4.165, -1.550)
H (-1.230, -2.193, -1.693)
C (-0.384, -1.421, -5.273)
O (0.381, -0.340, -4.734)
P (0.153, 0.017, -3.156)
O (-1.163, 0.939, -3.150)
C (-1.291, 2.129, -3.947)
O (1.286, 1.178, -3.063)
C (2.657, 0.811, -3.198)
H (-0.156, -1.478, -6.333)
H (-1.456, -1.250, -5.149)
H (-0.120, -2.369, -4.798)
H (-2.350, 2.372, -3.976)
H (-0.918, 1.963, -4.956)
H (-0.742, 2.945, -3.479)
H (3.249, 1.678, -2.916)
H (2.881, 0.543, -4.231)
H (2.913, -0.027, -2.544)
C (2.418, 2.647, 0.115)
C (2.835, 1.217, 0.105)
N (2.036, 0.179, 0.071)
C (2.826, -0.950, 0.079)
C (4.131, -0.585, 0.133)
N (4.133, 0.800, 0.144)
C (5.295, 1.647, 0.288)
N (5.317, 2.329, 1.556)
N (5.252, 3.685, 1.592)
N (5.232, 4.073, 2.808)
C (5.274, 2.956, 3.624)
C (5.248, 2.844, 5.017)
C (5.284, 1.575, 5.546)
C (5.350, 0.433, 4.721)
C (5.370, 0.526, 3.348)
C (5.328, 1.821, 2.821)
H (1.357, 2.708, -0.116)
H (2.973, 3.231, -0.623)
H (2.597, 3.104, 1.091)
H (2.393, -1.938, 0.064)
H (5.044, -1.159, 0.138)
H (5.308, 2.427, -0.468)
H (6.177, 1.021, 0.174)
H (5.199, 3.725, 5.643)
H (5.251, 1.441, 6.620)
H (5.381, -0.546, 5.182)
H (5.406, -0.354, 2.719)
C (-3.633, 8.479, 0.122)
C (-3.670, 7.692, -1.197)
C (-5.022, 7.930, -1.886)
C (-2.569, 8.225, -2.121)
C (-3.470, 6.205, -0.880)
C (-4.548, 5.424, -0.451)
C (-4.415, 4.077, -0.109)
C (-3.158, 3.528, -0.206)
O (-2.739, 2.247, 0.051)
B (-1.352, 2.220, -0.198)
O (-0.954, 3.502, -0.622)
C (-2.081, 4.290, -0.611)
C (-2.201, 5.617, -0.954)
H (-3.762, 9.551, -0.061)
H (-2.680, 8.327, 0.634)
H (-4.431, 8.145, 0.791)
H (-5.077, 8.961, -2.244)
H (-5.862, 7.775, -1.207)
H (-5.145, 7.261, -2.741)
H (-2.814, 9.241, -2.437)
H (-2.473, 7.604, -3.015)
H (-1.598, 8.264, -1.622)
H (-5.532, 5.869, -0.376)
H (-5.262, 3.488, 0.220)
H (-1.326, 6.171, -1.271)

Its lowest unoccupied orbital energy is 0.26 eV.

Atom charges from the natural (NBO) analysis, given in e for atoms 1 to 8:
1 Cd 1.341
2 C -0.214
3 C -0.217
4 C -0.199
5 C -0.332
6 C -0.151
7 C -0.229
8 P 0.799

***

Entry 7:
The following is a DFT calculation (ωB97M-V with the def2-TZVPD basis set) of a structure of composition C19H19B2CrFN2O29 in a non-equilibrium geometry.

Atoms and positions in Å:
Cr (-0.166, 0.955, 0.094)
O (7.683, -1.102, -1.915)
C (7.105, -0.140, -1.454)
O (6.113, 0.517, -1.931)
B (5.340, 1.291, -0.914)
O (6.176, 1.163, 0.293)
C (7.254, 0.295, 0.043)
O (7.923, -0.341, 0.882)
O (4.011, 0.700, -0.838)
C (3.130, 1.706, -0.713)
O (1.950, 1.695, -0.329)
C (3.903, 2.999, -1.020)
O (5.160, 2.716, -1.238)
O (3.309, 4.051, -1.036)
O (5.444, -3.493, 4.147)
C (5.045, -3.356, 2.992)
O (3.837, -3.555, 2.495)
B (3.836, -2.953, 1.163)
O (5.218, -2.825, 0.749)
C (5.935, -2.896, 1.809)
O (7.134, -2.762, 1.911)
O (2.995, -3.895, 0.345)
C (1.957, -3.191, -0.201)
O (1.061, -3.570, -0.916)
C (2.039, -1.800, 0.228)
O (3.100, -1.660, 1.024)
O (1.233, -0.916, -0.105)
N (-0.413, 3.343, -2.478)
O (0.556, 4.133, -2.418)
O (-0.450, 2.453, -1.610)
O (-1.246, 3.508, -3.365)
N (0.331, 3.982, 1.313)
O (0.084, 4.824, 2.213)
O (0.820, 4.440, 0.333)
O (-0.080, 2.854, 1.314)
C (-6.099, 1.636, -0.982)
C (-6.191, 2.235, 0.420)
O (-4.904, 2.640, 0.701)
C (-4.093, 1.884, -0.056)
O (-2.859, 1.803, 0.080)
O (-4.782, 1.349, -1.067)
F (-6.471, 1.256, 1.297)
H (-6.435, 2.419, -1.662)
H (-6.825, 0.893, -1.312)
H (-6.860, 3.080, 0.584)
O (-1.235, -0.092, 1.475)
C (-1.935, -0.317, 2.508)
O (-1.722, -1.383, 3.375)
C (-1.004, -2.518, 3.089)
C (-1.561, -3.636, 3.821)
C (-2.806, 0.777, 3.033)
H (0.027, -2.301, 3.369)
H (-1.055, -2.793, 2.035)
H (-2.634, -3.779, 3.689)
H (-1.467, -3.546, 4.903)
H (-1.022, -4.559, 3.609)
H (-2.521, 1.799, 2.780)
H (-2.581, 0.722, 4.098)
H (-3.881, 0.630, 2.929)
O (-1.240, -0.245, -1.443)
C (-2.011, -1.041, -1.995)
O (-2.879, -0.709, -3.076)
C (-2.770, 0.630, -3.577)
C (-3.417, 0.684, -5.003)
C (-2.014, -2.511, -1.593)
H (-1.763, 1.038, -3.666)
H (-3.295, 1.329, -2.926)
H (-3.342, -0.177, -5.667)
H (-3.063, 1.605, -5.466)
H (-4.464, 0.664, -4.699)
H (-2.975, -2.769, -1.148)
H (-1.268, -2.744, -0.832)
H (-1.912, -3.126, -2.487)

Its lowest unoccupied orbital energy (spin up / spin down) is 2.89 / 2.89 eV. As for the charge: -2. Its spin multiplicity is 5.

Atom charges from the Mulliken analysis, given in e for atoms 1 to 8:
1 Cr 1.877
2 O -0.633
3 C 0.683
4 O -0.498
5 B 0.894
6 O -0.438
7 C 0.528
8 O -0.582

***

no.,calculated total energy (eV)
1,-21673.963
2,-7324.642
3,-174060.709
4,-57350.040
5,-89946.098
6,-89990.295
7,-114865.477